(1)
Below is a structure of composition C43H58BFIrN8O6, with properties calculated with ωB97M-V with the def2-TZVPD basis set.

Positions of all 118 atoms, in Å:
Ir1 0.09108 -0.20368 0.03386
C1 2.79879 0.03950 4.08447
N1 1.64022 -0.83404 4.24014
C2 1.17322 -1.03520 5.61419
C3 0.80870 -0.95713 3.17160
N2 0.94875 -0.30512 2.07041
N3 -0.20017 -1.89572 3.32177
C4 -1.11892 -2.30783 2.37283
N4 -1.89736 -3.33672 2.78547
N5 -1.20453 -1.75353 1.21567
H1 3.48693 -0.15591 4.90041
H2 2.52556 1.10025 4.10582
H3 3.32060 -0.18281 3.15467
H4 2.04184 -1.08982 6.26259
H5 0.63333 -1.97090 5.74826
H6 0.53415 -0.21518 5.95369
H7 1.71579 0.35241 2.06318
H8 -0.13088 -2.47366 4.13483
H9 -1.84185 -3.72957 3.70735
H10 -2.56481 -3.74048 2.15464
H11 -1.92900 -2.15346 0.63042
F1 -1.62290 6.45308 1.37933
C5 -0.37135 6.07405 1.02761
C6 -0.13737 4.73881 0.86701
C7 1.12224 4.26787 0.49399
C8 1.33689 2.83021 0.25845
O1 0.35353 2.05275 0.35584
C9 2.66185 2.46386 -0.10216
C10 3.60545 3.43602 -0.24126
N6 3.40840 4.75477 -0.04927
C11 4.49919 5.68454 -0.28584
C12 5.09151 6.42339 0.88046
C13 5.86262 5.32957 0.20749
C14 2.14729 5.20379 0.31054
C15 1.88461 6.56730 0.47682
C16 0.62977 7.04089 0.81659
N7 0.44407 8.44360 0.96664
C17 1.00873 9.32179 -0.06070
C18 1.57314 10.56619 0.62929
N8 0.75023 10.81908 1.86913
C19 -0.69644 10.50783 1.60297
C20 -0.83539 8.98458 1.45053
C21 3.16582 1.04240 -0.33816
O2 4.36631 0.92180 -0.55351
O3 2.30340 0.09735 -0.28053
H12 -0.94757 4.03164 1.00307
H13 4.60123 3.12799 -0.53244
H14 4.42380 6.20176 -1.23389
H15 4.68326 6.21409 1.86200
H16 5.40297 7.44973 0.72769
H17 5.97985 4.39773 0.74667
H18 6.70239 5.59201 -0.41980
H19 2.70228 7.26496 0.36099
H20 0.24162 9.60070 -0.79275
H21 1.80217 8.83289 -0.61028
H22 1.51233 11.44498 -0.00776
H23 2.60289 10.42650 0.94795
H24 0.87718 11.77164 2.20362
H25 1.07629 10.18511 2.59740
H26 -0.97353 11.04635 0.70139
H27 -1.30210 10.87626 2.42453
H28 -1.67123 8.78251 0.77834
H29 -1.06609 8.54107 2.41433
C22 -1.60473 1.26939 -4.02101
C23 -0.99386 2.44587 -3.23969
C24 0.45444 2.15855 -2.82681
C25 -1.89028 2.87890 -2.09744
C26 -2.39745 4.15414 -2.12352
C27 -3.33741 4.59402 -1.18554
C28 -3.80548 3.73579 -0.17805
C29 -3.33463 2.45921 -0.05083
C30 -3.89861 1.58507 1.05037
C31 -2.86432 1.19358 2.11150
C32 -4.60896 0.34725 0.47784
C33 -2.31233 1.99067 -1.00094
O4 -1.81156 0.85359 -0.85828
H30 -1.00721 1.07898 -4.91541
H31 -2.62473 1.50008 -4.34112
H32 -1.62362 0.36335 -3.42186
H33 -0.96136 3.30055 -3.91529
H34 0.51947 1.32522 -2.13414
H35 0.91880 3.03022 -2.35445
H36 1.04261 1.89476 -3.70736
H37 -2.09068 4.82058 -2.92193
H38 -3.73335 5.60059 -1.25834
H39 -4.55853 4.09069 0.51592
H40 -4.64998 2.19406 1.55406
H41 -2.10736 0.53385 1.70147
H42 -3.36505 0.66878 2.92928
H43 -2.36452 2.07365 2.52939
H44 -3.90195 -0.29795 -0.04502
H45 -5.39440 0.63490 -0.22401
H46 -5.07139 -0.22243 1.28729
C34 1.87882 -7.00297 -4.70037
C35 1.31522 -5.90016 -5.61099
C36 0.38991 -6.55303 -6.63736
C37 2.47146 -5.22459 -6.36653
C38 0.59067 -4.85427 -4.75244
C39 -0.76148 -4.55776 -4.91960
C40 -1.42892 -3.60534 -4.14424
C41 -0.68896 -2.95722 -3.19306
O5 -1.07442 -1.97755 -2.28362
B1 0.08190 -1.66670 -1.57577
O6 1.14315 -2.43985 -1.99328
C42 0.64705 -3.23729 -3.01363
C43 1.31258 -4.17109 -3.76656
H47 2.38545 -7.76319 -5.30274
H48 1.07489 -7.48946 -4.13975
H49 2.60212 -6.60528 -3.98334
H50 0.95701 -7.28473 -7.21698
H51 -0.01904 -5.81911 -7.33780
H52 -0.43935 -7.08038 -6.15687
H53 2.99121 -5.95854 -6.98984
H54 3.20259 -4.78779 -5.68103
H55 2.09522 -4.42803 -7.01556
H56 -1.32988 -5.07939 -5.67764
H57 -2.48124 -3.38923 -4.29263
H58 2.36681 -4.35684 -3.59499

Total energy ... -75957.2091 eV
Maximum force ... 0.73 eV/Å
Total charge ... +2
Spin multiplicity ... 6



(2)
Below is a structure of composition C43H58BrN4SSiTl, with properties calculated with ωB97M-V with the def2-TZVPD basis set.

Positions of all 109 atoms, in Å:
Tl1 1.12078 0.28351 0.61116
C1 3.15885 -0.54127 4.85879
C2 2.22598 0.42809 4.17578
C3 0.86419 0.45103 4.55715
C4 0.40740 -0.42018 5.71211
C5 -0.03522 1.32171 3.93200
C6 -1.49247 1.39616 4.34149
C7 0.42184 2.20623 2.93994
C8 -0.51780 3.30486 2.47568
C9 1.78545 2.19864 2.55234
C10 2.34873 3.33877 1.72066
C11 2.69376 1.30807 3.19175
C12 4.18161 1.46689 2.94278
H1 3.99229 -0.83184 4.23711
H2 2.62180 -1.43576 5.17147
H3 3.58198 -0.11374 5.77223
H4 1.11719 -0.38233 6.53430
H5 0.32658 -1.47819 5.42153
H6 -0.56443 -0.11259 6.07897
H7 -2.14401 1.69019 3.51855
H8 -1.65473 2.11355 5.14395
H9 -1.88568 0.43803 4.68970
H10 -1.28723 2.94949 1.79742
H11 0.01880 4.12365 1.99365
H12 -1.03332 3.73610 3.34856
H13 2.65118 4.13998 2.39922
H14 1.63933 3.76078 1.01516
H15 3.24066 3.04040 1.17532
H16 4.47836 1.15574 1.93244
H17 4.78970 0.92391 3.65046
H18 4.47990 2.51474 3.01277
C13 5.72080 2.12919 -4.33427
Si1 4.33405 0.97607 -4.05204
C14 4.89985 -0.58814 -3.26725
C15 3.42904 0.53555 -5.59782
C16 3.01097 1.90710 -2.96426
C17 2.33394 2.95911 -3.61533
C18 1.27018 3.60578 -3.01520
C19 0.82924 3.17377 -1.77863
N1 1.47687 2.19881 -1.12974
C20 2.55346 1.62704 -1.66911
S1 3.26793 0.41035 -0.59374
H19 6.43873 1.66030 -5.00865
H20 6.22509 2.33117 -3.38498
H21 5.41427 3.06088 -4.78422
H22 5.51331 -1.12206 -3.99702
H23 4.05004 -1.22649 -3.06094
H24 5.49690 -0.47676 -2.36411
H25 4.07909 -0.00207 -6.27551
H26 3.05161 1.41008 -6.12203
H27 2.57375 -0.10228 -5.37811
H28 2.62228 3.24928 -4.61978
H29 0.76846 4.42150 -3.50686
H30 -0.04621 3.58991 -1.28527
C21 -4.83487 -3.78979 2.73156
C22 -4.96639 -2.31434 2.29029
C23 -5.99968 -2.23795 1.15839
C24 -5.46674 -1.44833 3.46968
C25 -3.59416 -1.79217 1.86157
C26 -2.52475 -1.80484 2.75081
C27 -1.30799 -1.23710 2.43025
N2 -1.05990 -0.65801 1.24623
C28 -2.03631 -0.72098 0.33292
C29 -3.27360 -1.27446 0.61205
C30 -1.68286 -0.34945 -1.07452
C31 -2.63554 -0.18146 -2.06828
C32 -2.24820 0.06117 -3.38747
C33 -0.87130 0.05490 -3.61750
C34 0.01187 -0.10364 -2.58489
N3 -0.37594 -0.27972 -1.31372
C35 -3.22357 0.37746 -4.51898
C36 -4.67841 0.03170 -4.15185
C37 -3.14908 1.89995 -4.77226
C38 -2.80558 -0.37361 -5.79253
H31 -5.81899 -4.18808 2.97689
H32 -4.19518 -3.90289 3.58925
H33 -4.41074 -4.41251 1.95313
H34 -6.96434 -2.58921 1.53938
H35 -5.72390 -2.84694 0.31108
H36 -6.14519 -1.21316 0.79650
H37 -6.46015 -1.77241 3.76834
H38 -5.54112 -0.40319 3.18106
H39 -4.81095 -1.51821 4.34400
H40 -2.62332 -2.25735 3.72271
H41 -0.50223 -1.22074 3.14700
H42 -4.01282 -1.27102 -0.17394
H43 -3.68235 -0.19311 -1.80706
H44 -0.45666 0.18095 -4.59582
H45 1.08400 -0.11309 -2.78030
H46 -5.00850 0.61897 -3.30761
H47 -4.82449 -1.02015 -3.90625
H48 -5.32157 0.27047 -4.98500
H49 -3.43694 2.46608 -3.88514
H50 -3.81204 2.17491 -5.58499
H51 -2.14973 2.19855 -5.04718
H52 -2.70776 -1.44496 -5.61815
H53 -1.86222 -0.00488 -6.20086
H54 -3.54679 -0.22721 -6.57537
Br1 3.88531 -6.34010 0.95138
C39 3.08698 -4.63038 0.94774
C40 2.78634 -3.99791 2.14231
C41 2.19795 -2.75191 2.09460
N4 1.92595 -2.11517 0.95420
C42 2.22222 -2.73048 -0.19253
C43 2.80114 -3.98423 -0.24701
H55 2.97554 -4.46648 3.09562
H56 1.91465 -2.23296 2.99817
H57 1.98483 -2.19361 -1.10431
H58 3.03092 -4.42962 -1.20317

Total energy ... -144931.2613 eV
Maximum force ... 1.03 eV/Å
Total charge ... +2
Relative energy (zero: lowest compared OMol25 entry of this formula, charge and spin) ... 0.0 kJ/mol



Q: The highest maximum force belongs to which entry?
A: C43H58BrN4SSiTl



Q: Among the records above, which one has the lowest maximum force?
A: C43H58BFIrN8O6